# 1
The following is a DFT calculation (wB97M-V/def2-TZVPD) of one molecule with the formula C6H9N in a non-equilibrium geometry.

## Properties
E_tot: -288.63123 a.u.
Multiplicity: 1
Maximum force: 1.095 eV Å⁻¹
Gap between HOMO and LUMO: 0.33735 Eh
HOMO level: -8.79 eV
Energy relative to the best compared isomer or geometry (same formula, charge and spin): 395.96 kJ/mol

Cartesian coordinates (Å):
C 0.604 -0.004 1.969
C -0.771 0.125 1.417
C -0.600 0.785 -0.622
C 0.392 0.636 -1.788
C -0.964 -0.567 0.124
C -0.097 -1.706 -0.228
N 0.572 -2.616 -0.482
H 1.387 -0.430 1.325
H 0.942 0.938 2.414
H 0.460 -0.690 2.819
H -0.178 1.505 0.110
H -1.541 1.240 -0.934
H 0.145 1.353 -2.574
H 1.415 0.849 -1.469
H 0.398 -0.362 -2.236
H -2.001 -0.838 -0.093

***

# 2
The following is a DFT calculation (wB97M-V/def2-TZVPD) of one molecule with the formula C6H8FNO in a non-equilibrium geometry.

## Properties
E_tot: -463.04327 a.u.
Multiplicity: 1
Maximum force: 4.367 eV Å⁻¹
Gap between HOMO and LUMO (spin up / spin down): 0.25479 / 0.27005 Eh
HOMO level (spin up / spin down): -7.59 / -8.00 eV
Energy relative to the best compared isomer or geometry (same formula, charge and spin): 541.98 kJ/mol

Cartesian coordinates (Å):
C -0.979 1.675 -0.368
C -1.433 -0.769 -0.039
C -1.828 0.505 -0.080
C 1.160 0.620 0.108
C -2.379 -1.749 0.513
C 3.359 -0.304 0.035
N 0.368 1.535 -0.459
O 2.344 0.607 -0.488
F -3.235 0.748 -0.132
H -1.183 2.772 -0.345
H -3.315 -1.374 1.062
H -2.591 -2.545 -0.392
H -1.851 -2.456 1.171
H 3.934 -0.668 -0.844
H 2.903 -1.092 0.561
H 4.003 0.226 0.799
H 0.723 2.269 -1.103

***

# 3
The following is a DFT calculation (wB97M-V/def2-TZVPD) of CH4N3O as an isolated structure in a non-equilibrium geometry.

## Properties
E_tot: -279.83767 a.u.
Multiplicity: 1
Maximum force: 5.990 eV Å⁻¹
Gap between HOMO and LUMO (spin up / spin down): 0.23746 / 0.23748 Eh
Net charge: -1
HOMO level (spin up / spin down): -1.76 / -1.76 eV
Energy relative to the best compared isomer or geometry (same formula, charge and spin): 181.10 kJ/mol

Cartesian coordinates (Å):
C -1.274 -0.429 0.262
N 1.454 -0.141 0.154
N -0.213 -0.312 -0.622
N 2.374 0.537 0.057
O 2.969 1.275 -0.709
H -1.647 -1.412 0.281
H -2.198 0.162 0.254
H -0.861 -0.266 1.249
H -0.605 0.586 -0.927

***

# 4
The following is a DFT calculation (wB97M-V/def2-TZVPD) of a 11-piece molecular cluster, C41H81N5O10 overall in a non-equilibrium geometry.

## Properties
E_tot: -2636.87626 a.u.
Multiplicity: 1
Maximum force: 2.886 eV Å⁻¹
Gap between HOMO and LUMO: 0.33976 Eh
HOMO level: -8.99 eV
Energy relative to the best compared isomer or geometry (same formula, charge and spin): 0.00 kJ/mol
Structure (SMILES): CNC(C)=O.CNC(C)=O.CNC(C)=O.CNC(C)=O.c1ccncc1.C1CCOC1.C1CCOC1.C1CCOC1.C1CCOC1.C1CCOC1.C1CCOC1

Cartesian coordinates (Å):
C 3.291 -0.616 -3.847
C 3.538 -0.278 -5.319
C 4.212 1.119 -5.318
O 4.270 1.516 -3.955
C 4.248 0.349 -3.144
H 3.521 -1.657 -3.623
H 2.255 -0.434 -3.587
H 2.696 -0.214 -6.008
H 4.285 -0.945 -5.755
H 3.606 1.843 -5.862
H 5.217 1.075 -5.743
H 3.996 0.555 -2.104
H 5.259 -0.073 -3.085
C -3.954 0.672 -1.723
C -5.412 0.910 -1.452
C -6.029 1.147 -2.837
O -5.379 0.158 -3.608
C -4.038 0.041 -3.142
H -3.600 -0.044 -0.982
H -3.349 1.570 -1.786
H -5.638 1.765 -0.815
H -5.897 0.030 -1.038
H -5.823 2.166 -3.193
H -7.100 1.174 -2.616
H -3.282 0.553 -3.753
H -3.706 -0.995 -3.223
C 3.085 -6.513 -0.246
C 4.095 -5.938 -1.230
C 3.736 -4.459 -1.237
O 3.508 -4.225 0.174
C 2.779 -5.327 0.682
H 3.333 -7.465 0.224
H 2.131 -6.765 -0.725
H 3.985 -6.397 -2.218
H 5.099 -6.226 -0.920
H 2.808 -4.201 -1.755
H 4.572 -3.835 -1.548
H 1.703 -5.133 0.603
H 2.950 -5.617 1.719
C 2.125 -2.067 3.511
C 2.800 -3.327 4.069
C 1.679 -4.267 4.445
O 0.576 -3.897 3.605
C 0.878 -2.720 2.894
H 2.771 -1.556 2.798
H 1.984 -1.351 4.327
H 3.456 -3.080 4.905
H 3.418 -3.739 3.268
H 1.425 -4.328 5.502
H 1.972 -5.263 4.095
H 0.038 -2.033 2.803
H 1.304 -2.928 1.901
C -2.612 3.938 1.365
C -2.751 3.729 -0.131
C -2.677 5.131 -0.688
O -2.873 6.035 0.424
C -3.321 5.277 1.557
H -1.544 4.056 1.568
H -3.072 3.134 1.944
H -3.724 3.265 -0.320
H -1.964 3.129 -0.583
H -3.397 5.366 -1.475
H -1.686 5.300 -1.111
H -4.410 5.183 1.536
H -2.918 5.805 2.420
C 0.724 -1.137 -0.903
C 0.924 -0.035 0.130
C -0.486 0.139 0.743
O -1.316 -0.893 0.244
C -0.792 -1.271 -1.061
H 1.174 -2.076 -0.588
H 1.064 -0.774 -1.872
H 1.225 0.931 -0.277
H 1.620 -0.227 0.944
H -0.940 1.131 0.653
H -0.350 0.019 1.824
H -1.234 -0.536 -1.749
H -1.276 -2.228 -1.258
C 3.776 5.193 4.256
C 4.525 4.007 3.688
O 5.650 3.734 4.061
N 3.911 3.308 2.671
C 2.509 2.952 2.626
H 3.043 4.936 5.017
H 3.368 5.856 3.493
H 4.571 5.783 4.717
H 4.582 2.648 2.299
H 2.393 2.303 1.758
H 1.883 3.838 2.515
H 2.180 2.416 3.521
C -7.725 -0.324 1.651
C -6.230 -0.026 1.568
O -5.846 1.126 1.468
N -5.402 -1.117 1.560
C -3.946 -1.052 1.745
H -8.246 0.597 1.891
H -7.896 -0.967 2.519
H -8.051 -0.790 0.724
H -5.811 -2.029 1.653
H -3.409 -1.806 1.168
H -3.733 -1.321 2.782
H -3.490 -0.126 1.416
C -1.688 3.639 6.086
C -0.812 3.518 4.837
O 0.084 4.333 4.664
N -0.984 2.432 4.073
C -1.829 1.265 4.165
H -2.700 3.647 5.666
H -1.483 4.477 6.740
H -1.617 2.761 6.734
H -0.453 2.477 3.212
H -2.447 1.086 3.284
H -2.593 1.392 4.936
H -1.220 0.405 4.442
C 2.373 3.250 -1.356
C 1.045 2.976 -2.047
O 0.022 3.516 -1.700
N 1.105 2.147 -3.109
C -0.050 1.492 -3.662
H 2.300 3.810 -0.428
H 3.142 3.669 -2.005
H 2.826 2.313 -0.999
H 2.071 1.926 -3.285
H -0.431 2.109 -4.484
H -0.878 1.451 -2.952
H 0.151 0.484 -4.016
N 2.429 -5.297 -5.003
C 1.956 -4.079 -5.328
C 0.892 -3.424 -4.730
C 0.160 -4.191 -3.818
C 0.590 -5.433 -3.397
C 1.753 -5.891 -4.011
H 2.642 -3.531 -5.968
H 0.571 -2.462 -5.098
H -0.699 -3.727 -3.343
H 0.127 -5.992 -2.599
H 2.254 -6.811 -3.729

***

# 5
The following is a DFT calculation (wB97M-V/def2-TZVPD) of one molecule with the formula C5H8N2 in a non-equilibrium geometry.

## Properties
E_tot: -304.78438 a.u.
Multiplicity: 1
Maximum force: 2.530 eV Å⁻¹
Gap between HOMO and LUMO: 0.33081 Eh
HOMO level: -8.08 eV
Energy relative to the best compared isomer or geometry (same formula, charge and spin): 134.21 kJ/mol
Structure (SMILES): Cn1cccc1N

Cartesian coordinates (Å):
C -0.307 -0.147 1.859
N -0.285 0.248 0.472
C -1.078 1.188 -0.146
C -0.850 1.163 -1.513
C 0.137 0.128 -1.729
C 0.429 -0.384 -0.514
N 1.453 -1.325 -0.433
H 0.689 -0.496 2.145
H -0.575 0.704 2.488
H -1.021 -0.959 2.034
H -1.739 1.803 0.462
H -1.366 1.843 -2.188
H 0.871 -0.462 -2.313
H 1.255 -2.303 -0.360
H 2.385 -1.001 -0.264

***

# 6
The following is a DFT calculation (wB97M-V/def2-TZVPD) of a 2-piece molecular cluster, C5H8O overall in a non-equilibrium geometry.

## Properties
E_tot: -270.49091 a.u.
Multiplicity: 1
Maximum force: 1.040 eV Å⁻¹
Gap between HOMO and LUMO: 0.37523 Eh
HOMO level: -9.23 eV
Energy relative to the best compared isomer or geometry (same formula, charge and spin): 175.86 kJ/mol
Structure (SMILES): C=C=O.C=CC

Cartesian coordinates (Å):
O -1.242 -2.471 0.596
C -1.686 -1.391 0.588
C 1.386 -0.305 0.879
C 1.079 -0.145 -0.406
C 0.908 1.179 -1.091
C -2.211 -0.187 0.575
H 1.549 0.549 1.535
H 1.488 -1.292 1.322
H 1.636 1.301 -1.902
H 0.927 -1.032 -1.024
H -0.089 1.257 -1.541
H 1.038 2.009 -0.389
H -1.563 0.670 0.705
H -3.281 -0.075 0.459

***

Repeat the fifth record exactly.
The following is a DFT calculation (wB97M-V/def2-TZVPD) of one molecule with the formula C5H8N2 in a non-equilibrium geometry.

## Properties
E_tot: -304.78438 a.u.
Multiplicity: 1
Maximum force: 2.530 eV Å⁻¹
Gap between HOMO and LUMO: 0.33081 Eh
HOMO level: -8.08 eV
Energy relative to the best compared isomer or geometry (same formula, charge and spin): 134.21 kJ/mol
Structure (SMILES): Cn1cccc1N

Cartesian coordinates (Å):
C -0.307 -0.147 1.859
N -0.285 0.248 0.472
C -1.078 1.188 -0.146
C -0.850 1.163 -1.513
C 0.137 0.128 -1.729
C 0.429 -0.384 -0.514
N 1.453 -1.325 -0.433
H 0.689 -0.496 2.145
H -0.575 0.704 2.488
H -1.021 -0.959 2.034
H -1.739 1.803 0.462
H -1.366 1.843 -2.188
H 0.871 -0.462 -2.313
H 1.255 -2.303 -0.360
H 2.385 -1.001 -0.264